Below is a cluster of 7 separate species, C55H81B2ClN7O6 in total in a non-equilibrium geometry, with properties calculated with ωB97M-V/def2-TZVPD.

Geometry as XYZ:
```
152
Properties=species:S:1:pos:R:3:forces:R:3
C 7.0292 2.5776 2.4508 0.4412 -0.5050 0.0117
C 8.1649 1.6251 2.0321 -0.2461 0.3312 0.0859
C 8.5104 1.6922 0.5443 -0.1813 -0.2300 0.4213
C 7.4057 1.0982 -0.3472 0.3269 -0.0685 -0.1979
C 7.0181 1.9365 -1.5696 0.0894 0.2053 0.5157
C 6.6275 3.4022 -1.2896 -0.2048 -0.0107 -0.8643
C 5.1245 3.6507 -1.4467 0.1291 -0.2599 0.6237
C 4.3614 3.3097 -0.1691 -0.3393 0.4831 -0.4941
C 2.8450 3.4785 -0.3480 0.6176 -0.2841 0.7194
C 2.1037 2.8583 0.8482 0.1594 -0.4824 -0.1010
C 0.7040 2.3321 0.5105 0.0417 0.7587 -0.3924
B -0.1113 3.6597 0.0981 -0.3984 0.1110 -0.0587
O -0.2136 4.6762 1.0258 0.1219 -0.3379 -0.0961
O -0.5693 3.7819 -1.1818 0.1109 -0.1340 1.2082
C -1.4501 4.8935 -1.4329 -0.1604 0.3765 -1.3106
C -0.6915 6.1839 -1.7040 -0.1200 0.0659 0.7301
N 0.7113 1.3945 -0.6701 -0.5726 -0.5650 -0.1684
C 0.9695 0.0318 -0.1488 0.6221 -1.0268 -0.2311
C 2.4629 -0.2332 0.0668 0.1652 -0.1342 -0.0723
C 3.0051 -1.2009 -0.9757 -0.2617 -0.2370 -1.2172
O 2.5407 -1.2980 -2.0966 0.4551 0.0019 1.5386
O 4.0441 -1.9713 -0.5816 -0.2555 0.3909 -0.6218
C 0.0496 -0.0607 1.0841 -0.0190 0.6659 0.6882
O 0.5860 -0.8187 2.1427 0.2542 0.0014 -0.3984
C 0.8998 -2.1785 1.8016 0.3856 -0.4775 0.6573
C 0.1420 -3.1773 2.6360 0.0992 -0.2551 -0.1781
B -1.4462 -0.6000 0.7401 -0.2137 -0.0123 -0.6949
C -2.0032 -0.7102 -0.7474 0.0952 -0.0265 0.4639
O -2.2010 -1.0371 1.7803 0.3342 0.3780 -0.0416
C -0.0087 1.4503 1.5573 -1.1704 0.0004 0.0088
Cl -1.8258 1.9730 1.3252 -0.0218 0.0521 -0.0469
C 0.2103 1.7026 3.0348 0.7113 0.5275 0.0441
C 1.6168 1.3595 3.5815 -0.6091 -0.2250 0.3671
C 2.3401 2.5081 4.2600 0.9780 -0.1119 0.1646
C 3.7498 2.0589 4.7167 -0.3724 -0.2113 -0.4795
H 7.1276 2.8003 3.5103 -0.1531 0.0858 0.1045
H 7.0947 3.5090 1.8950 -0.1163 0.1588 0.0007
H 6.0576 2.1123 2.2971 -0.1816 0.1651 -0.1107
H 9.0417 1.8710 2.6286 0.1686 -0.0324 -0.0544
H 7.8827 0.6048 2.2961 0.0797 -0.1249 0.0432
H 8.7172 2.7312 0.2937 0.0701 0.0747 -0.1330
H 9.4322 1.1302 0.4078 0.1273 0.0679 -0.2135
H 7.7836 0.1491 -0.7285 -0.1744 -0.1944 0.0302
H 6.5355 0.8535 0.2664 -0.1790 0.1338 0.0357
H 6.1851 1.4553 -2.0831 0.0005 -0.1443 -0.1193
H 7.8595 1.9176 -2.2597 0.0691 0.0020 -0.0761
H 7.1252 4.0244 -2.0328 0.1477 0.0916 0.0621
H 6.9687 3.7460 -0.3180 0.0343 0.0109 0.1484
H 4.7578 3.0252 -2.2617 -0.1128 0.1103 -0.1943
H 4.9221 4.6924 -1.6936 0.0034 0.0808 -0.1143
H 4.6865 4.0122 0.5988 0.1120 -0.2229 0.3010
H 4.5877 2.2949 0.1619 0.1342 -0.0810 0.0590
H 2.6477 4.5485 -0.3603 -0.2917 0.0596 -0.4359
H 2.5807 3.0338 -1.3089 -0.1846 0.1417 -0.1328
H 2.7076 2.0803 1.3087 0.1197 0.0916 -0.0132
H 1.9777 3.6270 1.6032 -0.1325 -0.0034 0.1344
H -1.0456 4.6527 1.5021 -0.1538 0.2269 0.2438
H -1.9895 4.6359 -2.3429 -0.0356 -0.2820 0.0125
H -2.2035 5.0058 -0.6584 0.1100 -0.1189 0.2808
H -1.2287 6.8026 -2.4157 0.0232 -0.0297 -0.2100
H -0.5977 6.7694 -0.7920 0.1835 0.0071 0.0602
H 0.3069 5.9580 -2.0665 0.0450 0.0329 -0.2446
H -0.2357 1.3573 -1.0627 -0.0942 0.2972 0.0686
H 1.2887 1.6631 -1.4697 0.2684 0.0830 0.1846
H 0.6416 -0.6940 -0.8865 -0.0266 0.2269 -0.3028
H 3.0644 0.6719 -0.0256 -0.0081 0.0375 -0.0217
H 2.6446 -0.6435 1.0566 -0.0267 0.1515 0.1041
H 4.5382 -1.5483 0.1285 -0.0434 -0.1115 0.3673
H 0.7881 -2.4096 0.7386 -0.2587 0.2892 -0.1495
H 1.9553 -2.3314 2.0381 0.1277 0.0547 -0.0733
H 0.5292 -4.1591 2.3642 -0.1551 -0.1659 -0.0219
H 0.3634 -3.0538 3.6921 -0.1097 0.2035 0.1138
H -0.9268 -3.1482 2.4548 -0.1071 -0.0013 0.0942
H -2.9127 -1.3102 -0.7565 -0.1254 0.0146 -0.0922
H -2.2798 0.2611 -1.1620 0.0259 0.0881 -0.1203
H -1.3089 -1.1980 -1.4328 0.0524 0.0278 -0.0986
H -3.1152 -1.0972 1.4853 -0.2051 -0.3750 0.1487
H 0.0339 2.7683 3.1957 -0.0368 0.0912 -0.0313
H -0.5674 1.1930 3.5935 -0.0340 -0.2521 -0.0703
H 1.4830 0.5830 4.3344 0.0545 -0.1686 -0.0421
H 2.2282 0.8876 2.8170 0.1470 0.1027 -0.0310
H 1.7934 2.8440 5.1381 -0.2706 0.1290 -0.0628
H 2.4801 3.3658 3.6060 -0.2943 0.0962 -0.1315
H 4.0575 1.2054 4.1103 0.1241 -0.0898 0.0002
H 3.7590 1.7297 5.7503 0.0941 0.0746 0.1418
H 4.4948 2.8293 4.5445 0.0516 0.1536 0.2852
N -7.8574 0.9595 1.9785 0.1167 -0.0097 0.2514
C -8.3880 0.0207 2.7576 -0.1114 0.0518 -0.0663
C -7.6580 -0.7368 3.6644 0.0183 0.0031 -0.0248
C -6.2977 -0.5076 3.7659 -0.0006 -0.0288 0.0206
C -5.7308 0.4724 2.9654 0.1874 -0.0362 0.0030
C -6.5460 1.1731 2.0955 -0.1659 0.1013 0.0588
H -9.4553 -0.1326 2.6443 -0.0011 -0.0371 0.0383
H -8.1470 -1.4874 4.2693 -0.0261 0.0012 -0.0079
H -5.6896 -1.0796 4.4550 -0.0001 0.0100 0.0082
H -4.6700 0.6873 3.0102 -0.0046 0.0299 0.0319
H -6.1370 1.9457 1.4521 0.0461 -0.0035 0.0194
N 0.2781 3.0711 -5.9828 0.0229 -0.0424 0.0407
C -0.2683 3.1534 -4.7752 -0.0069 0.1153 0.0061
C -0.0813 2.2037 -3.7801 0.1242 -0.3056 -0.1337
C 0.7143 1.1008 -4.0685 -0.0714 0.0881 0.0877
C 1.2893 1.0000 -5.3246 0.0325 0.0048 0.0191
C 1.0411 2.0104 -6.2411 -0.0133 0.0573 -0.0773
H -0.8858 4.0280 -4.5985 -0.0157 -0.0145 0.0420
H -0.5519 2.3326 -2.8154 -0.0892 0.0713 -0.2265
H 0.8883 0.3186 -3.3372 0.0117 -0.0881 -0.0174
H 1.9126 0.1573 -5.5891 0.0031 0.0019 -0.0012
H 1.4711 1.9731 -7.2353 0.0179 -0.0396 0.0041
N -6.4100 -0.1650 -1.9375 -0.0390 0.0085 -0.0414
C -6.7794 -0.4698 -3.1826 0.0815 -0.0047 0.0481
C -8.0598 -0.2803 -3.6798 -0.1637 0.0624 0.0699
C -9.0148 0.2567 -2.8288 0.0232 -0.0056 0.0266
C -8.6540 0.5791 -1.5300 -0.0491 -0.0058 -0.0463
C -7.3457 0.3509 -1.1366 0.2273 -0.0719 -0.1475
H -6.0013 -0.8879 -3.8134 -0.0363 0.0062 -0.0529
H -8.2935 -0.5472 -4.7038 0.0930 -0.0016 0.1168
H -10.0275 0.4210 -3.1750 -0.0020 -0.0024 -0.0034
H -9.3657 0.9987 -0.8321 0.0365 0.0065 0.0377
H -7.0237 0.5890 -0.1356 -0.1102 -0.0153 -0.1045
N -7.7309 -1.2855 -6.7044 0.0694 -0.0773 -0.3005
C -8.0788 -0.6500 -7.8223 -0.0489 0.0449 0.0821
C -7.5880 -0.9765 -9.0767 0.0186 -0.0180 0.0054
C -6.6825 -2.0198 -9.1771 0.0184 -0.0122 -0.0399
C -6.3082 -2.6911 -8.0246 -0.0084 0.0191 -0.0146
C -6.8604 -2.2868 -6.8196 -0.0274 0.0019 0.1130
H -8.7878 0.1617 -7.6997 -0.0008 0.0059 -0.0483
H -7.9087 -0.4266 -9.9504 -0.0128 0.0136 0.0062
H -6.2758 -2.3058 -10.1383 -0.0012 -0.0014 -0.0026
H -5.6050 -3.5116 -8.0574 -0.0022 -0.0105 0.0169
H -6.5978 -2.7888 -5.8939 0.0224 -0.0327 -0.0244
N 3.5545 -4.3985 2.9046 -0.0117 -0.0133 -0.0938
C 3.8146 -5.1356 3.9836 -0.0281 0.1138 0.0585
C 4.1556 -6.4782 3.9335 -0.0147 0.0002 -0.0293
C 4.2280 -7.0938 2.6947 0.0108 -0.0476 0.0008
C 3.9591 -6.3442 1.5613 0.0003 -0.0082 0.0147
C 3.6305 -5.0078 1.7210 -0.0404 0.1083 -0.0126
H 3.7443 -4.6181 4.9339 0.0186 -0.0401 0.0256
H 4.3586 -7.0253 4.8435 -0.0023 0.0138 0.0160
H 4.4898 -8.1407 2.6136 0.0020 -0.0016 -0.0003
H 4.0029 -6.7839 0.5748 -0.0052 0.0169 -0.0121
H 3.4156 -4.3867 0.8564 0.0145 -0.0528 -0.0344
N -1.3828 -6.7677 2.5993 -0.0190 0.0422 0.0651
C -2.6513 -6.3759 2.7023 0.0402 0.0258 -0.0833
C -3.4345 -6.5880 3.8265 0.0174 -0.0009 0.0090
C -2.8698 -7.2465 4.9064 -0.0249 -0.0056 0.0467
C -1.5517 -7.6623 4.8173 -0.0191 0.0156 -0.0086
C -0.8559 -7.3981 3.6473 0.0841 0.0092 -0.0757
H -3.0572 -5.8675 1.8340 -0.0463 -0.0004 0.0185
H -4.4602 -6.2468 3.8522 -0.0076 -0.0022 -0.0197
H -3.4478 -7.4338 5.8021 -0.0016 -0.0040 0.0000
H -1.0716 -8.1812 5.6352 0.0169 -0.0058 -0.0061
H 0.1787 -7.7057 3.5378 -0.0004 -0.0224 0.0417
```
Forces are in eV/Å.

Its spin multiplicity is 1. The value obtained for the molar mass is 993.37 g/mol. Its charge is +1. Its HOMO energy is -10.67 eV. The LUMO energy comes out at -0.063 Eh. Its total energy is -94937.48553 eV.